Density functional theory data (wB97M-V/def2-TZVPD) for a molecular structure, C39H105Hg2NO26 in a non-equilibrium geometry.

Properties
gap between HOMO and LUMO = 7.56 eV
maximum force = 0.15585 Eh/bohr
energy above the lowest of the compared OMol25 structures with the same formula, charge and spin = 169.79 kJ/mol
calculated total energy = -3866.160187 Eh

```
! RIJCOSX wB97M-V def2-TZVPD def2/J DEFGRID3
* xyz 0 1
Hg 0.440 2.194 -2.153
Hg 1.013 1.814 2.423
C 1.823 2.733 -6.101
C 0.324 2.672 -5.712
C -0.314 1.423 -6.265
O 0.077 2.993 -4.339
H 2.285 1.877 -5.608
H 2.360 3.649 -5.853
H 1.896 2.547 -7.173
H -0.097 3.515 -6.260
H -0.036 1.304 -7.312
H -1.403 1.471 -6.254
H 0.039 0.510 -5.785
C -1.215 5.492 3.455
C -0.057 5.320 2.523
C 1.194 5.985 3.084
O 0.166 3.967 2.148
H -1.052 4.972 4.399
H -2.159 5.113 3.063
H -1.256 6.569 3.618
H -0.304 5.823 1.588
H 2.024 6.032 2.379
H 1.568 5.582 4.024
H 0.947 7.042 3.181
C 0.677 0.457 0.018
O 0.503 0.043 -1.112
O 0.828 1.651 0.111
O 0.645 -0.208 1.040
C -2.681 -1.111 1.143
O -1.839 -1.418 2.173
H -2.361 -0.288 0.504
H -2.882 -1.964 0.494
H -3.613 -0.808 1.620
H -0.948 -1.308 1.832
C -3.081 -1.687 5.369
O -3.459 -2.371 4.231
H -2.893 -0.665 5.038
H -3.897 -1.799 6.082
H -2.163 -2.186 5.680
H -2.859 -2.064 3.546
C 0.676 -4.885 -4.237
O 0.909 -3.514 -4.431
H 0.336 -5.396 -5.137
H 1.576 -5.396 -3.894
H -0.086 -5.154 -3.505
H 0.813 -3.084 -3.578
C -1.576 5.110 -1.437
O -0.783 4.070 -1.024
H -2.604 4.864 -1.173
H -1.312 6.095 -1.053
H -1.616 5.136 -2.526
H -0.675 4.136 -0.073
C -2.160 1.697 3.492
O -1.034 0.871 3.262
H -2.014 2.777 3.477
H -2.971 1.590 2.772
H -2.659 1.492 4.439
H -1.324 0.003 2.973
C -0.557 -3.161 -1.047
O 0.141 -2.488 -2.040
H -1.568 -2.759 -1.113
H -0.722 -4.211 -1.290
H -0.161 -3.081 -0.035
H 0.339 -1.617 -1.688
C -2.323 0.515 -2.901
O -1.986 1.541 -1.991
H -2.836 0.831 -3.809
H -1.500 -0.164 -3.120
H -3.082 -0.037 -2.346
H -2.795 1.932 -1.654
C 3.139 -2.218 -0.440
N 4.412 -2.032 -1.244
O 4.835 -2.992 -1.855
O 4.869 -0.916 -1.227
H 2.968 -1.224 -0.027
H 3.244 -2.916 0.390
H 2.363 -2.528 -1.141
C 1.152 -7.258 5.429
O 1.303 -6.921 4.056
C 1.654 -5.578 3.719
C 1.935 -5.410 2.267
O 3.066 -6.223 1.928
C 3.545 -6.004 0.624
H 0.362 -6.765 5.995
H 2.047 -7.150 6.042
H 1.002 -8.332 5.312
H 2.586 -5.235 4.167
H 0.869 -4.874 3.995
H 2.234 -4.402 1.981
H 1.055 -5.620 1.658
H 4.114 -5.083 0.495
H 2.792 -6.007 -0.164
H 4.154 -6.851 0.309
C -2.452 -3.083 -4.411
O -3.563 -3.911 -4.351
C -3.820 -4.625 -3.095
C -4.766 -5.753 -3.431
O -6.078 -5.245 -3.815
C -6.925 -4.919 -2.758
H -2.601 -2.241 -3.735
H -2.411 -2.683 -5.425
H -1.584 -3.691 -4.158
H -4.183 -3.947 -2.323
H -2.901 -4.974 -2.622
H -4.918 -6.548 -2.701
H -4.406 -6.268 -4.322
H -6.689 -4.026 -2.179
H -6.904 -5.722 -2.022
H -7.962 -4.907 -3.094
C 0.754 2.598 5.713
O 1.524 2.707 4.476
C 2.937 2.866 4.638
C 3.556 3.212 3.287
O 3.232 2.130 2.343
C 3.994 2.285 1.132
H 1.118 3.293 6.471
H 0.893 1.565 6.032
H -0.258 2.850 5.398
H 3.375 1.925 4.970
H 3.194 3.576 5.424
H 4.631 3.278 3.454
H 3.301 4.212 2.937
H 3.801 3.278 0.726
H 3.788 1.508 0.395
H 5.073 2.258 1.285
C -4.553 2.831 -0.176
O -4.516 2.499 -1.554
C -5.765 2.834 -2.154
C -5.761 2.623 -3.670
O -5.177 3.696 -4.392
C -3.795 3.524 -4.661
H -4.960 3.798 0.119
H -3.496 2.786 0.087
H -5.163 2.110 0.369
H -6.070 3.854 -1.923
H -6.549 2.275 -1.643
H -6.801 2.770 -3.963
H -5.509 1.622 -4.018
H -3.613 2.606 -5.221
H -3.251 3.377 -3.728
H -3.347 4.392 -5.146
C 2.102 4.867 -1.567
O 2.377 3.480 -1.673
C 3.454 3.275 -2.584
C 3.625 1.807 -2.877
O 2.334 1.206 -3.010
C 2.298 -0.061 -3.672
H 1.581 5.361 -2.386
H 3.066 5.364 -1.460
H 1.557 5.034 -0.638
H 4.407 3.619 -2.182
H 3.218 3.803 -3.508
H 4.174 1.300 -2.083
H 4.275 1.801 -3.752
H 1.276 -0.391 -3.857
H 2.834 -0.841 -3.132
H 2.877 -0.016 -4.594
C 1.118 -1.007 4.779
O 1.836 -0.185 3.848
C 2.797 -0.935 3.071
C 3.993 -1.503 3.834
O 4.742 -0.468 4.345
C 5.894 -0.960 5.006
H 1.789 -1.567 5.431
H 0.621 -1.778 4.189
H 0.451 -0.411 5.401
H 3.227 -0.250 2.340
H 2.267 -1.766 2.605
H 4.604 -2.070 3.132
H 3.646 -2.252 4.546
H 6.538 -1.489 4.303
H 5.714 -1.530 5.918
H 6.494 -0.080 5.236
*
```

=====

Density functional theory data (wB97M-V/def2-TZVPD) for 11 unconnected molecules or ions with the total composition C39H105N2O30P7 in a non-equilibrium geometry.

Properties
gap between HOMO and LUMO (spin up / spin down) = 1.36 / 9.08 eV
maximum force = 0.10908 Eh/bohr
calculated total energy = -6305.544515 Eh

```
! RIJCOSX wB97M-V def2-TZVPD def2/J DEFGRID3
* xyz -1 2
C -0.973 6.357 1.356
C -0.554 5.829 2.698
C 0.935 6.245 2.842
C 1.454 6.306 4.294
C 2.898 6.702 4.568
C 3.216 8.212 4.600
H -0.112 6.400 0.689
H -1.429 7.335 1.206
H -1.671 5.602 0.993
H -1.273 6.215 3.420
H -0.723 4.752 2.680
H 1.110 7.201 2.349
H 1.572 5.477 2.403
H 1.006 7.148 4.821
H 1.041 5.419 4.774
H 3.279 6.139 5.420
H 3.529 6.226 3.817
H 2.879 8.773 3.729
H 2.686 8.642 5.449
H 4.268 8.438 4.775
C 4.675 -0.134 -3.468
C 4.388 -1.125 -4.728
C 3.878 -2.499 -4.216
C 4.857 -3.312 -3.341
C 4.566 -4.819 -3.214
C 5.313 -5.501 -1.995
H 4.871 0.909 -3.717
H 5.554 -0.610 -3.033
H 3.910 -0.028 -2.699
H 3.787 -0.601 -5.471
H 5.399 -1.236 -5.122
H 3.671 -3.192 -5.032
H 2.955 -2.501 -3.636
H 5.899 -3.221 -3.649
H 4.828 -2.687 -2.449
H 3.493 -4.980 -3.312
H 4.955 -5.104 -4.191
H 5.248 -4.829 -1.139
H 4.756 -6.425 -1.843
H 6.383 -5.617 -2.167
C -2.722 -3.109 -5.176
C -3.533 -1.853 -5.324
O -4.508 -1.806 -6.075
N -3.179 -0.846 -4.512
C -3.850 0.476 -4.473
H -1.915 -3.170 -5.907
H -3.381 -3.944 -5.414
H -2.184 -3.255 -4.240
H -2.344 -0.986 -3.962
H -3.089 1.252 -4.560
H -4.385 0.542 -3.525
H -4.611 0.593 -5.245
C 0.086 0.820 -5.270
C 0.277 2.359 -5.091
O -0.597 3.049 -5.471
N 1.283 2.910 -4.528
C 2.307 2.138 -3.810
H 0.683 0.257 -5.988
H -0.905 0.734 -5.715
H 0.018 0.239 -4.350
H 1.287 3.919 -4.495
H 3.208 2.677 -3.516
H 2.770 1.338 -4.387
H 1.854 1.709 -2.916
C -0.160 2.378 -0.588
O -0.910 1.522 -1.430
P -0.937 -0.086 -1.310
O -1.239 -0.883 -2.493
O 0.503 -0.400 -0.542
C 1.071 -1.686 -0.529
O -1.989 -0.370 -0.029
C -3.267 0.174 -0.162
H -0.666 3.335 -0.463
H 0.781 2.726 -1.012
H -0.002 1.938 0.397
H 0.358 -2.360 -1.004
H 1.371 -1.852 0.505
H 2.009 -1.758 -1.080
H -3.646 0.880 0.578
H -3.918 -0.691 -0.029
H -3.487 0.562 -1.156
C 3.511 -1.440 6.404
O 3.226 -2.105 5.231
P 1.765 -2.057 4.603
O 0.669 -2.398 5.537
O 1.775 -2.816 3.142
C 2.264 -4.085 3.018
O 1.701 -0.457 4.248
C 0.511 0.190 3.954
H 4.307 -0.711 6.254
H 4.108 -2.135 6.995
H 2.707 -1.044 7.024
H 3.186 -4.066 2.436
H 1.691 -4.773 2.397
H 2.484 -4.621 3.941
H 0.156 0.893 4.708
H -0.310 -0.494 3.739
H 0.643 0.743 3.024
C 1.493 -5.392 -0.754
O 0.753 -6.587 -0.443
P 1.186 -7.643 0.762
O 1.722 -7.025 1.949
O 2.283 -8.729 0.041
C 1.908 -9.730 -0.937
O -0.078 -8.627 0.958
C -0.209 -9.548 2.046
H 2.471 -5.561 -0.303
H 1.079 -4.462 -0.363
H 1.732 -5.359 -1.817
H 1.127 -9.273 -1.545
H 1.445 -10.569 -0.417
H 2.643 -10.062 -1.670
H -1.205 -9.576 2.487
H 0.344 -9.250 2.936
H 0.112 -10.541 1.732
C -8.492 -3.046 -2.224
O -7.930 -2.927 -0.924
P -6.503 -2.199 -0.551
O -6.288 -0.846 -1.055
O -6.545 -2.214 1.090
C -6.902 -3.477 1.680
O -5.386 -3.269 -0.813
C -4.790 -3.301 -2.084
H -8.807 -4.089 -2.250
H -7.910 -2.527 -2.985
H -9.483 -2.596 -2.159
H -7.945 -3.649 1.947
H -6.170 -3.662 2.466
H -6.649 -4.330 1.051
H -4.310 -2.348 -2.306
H -5.562 -3.616 -2.786
H -4.015 -4.067 -2.065
C 3.500 2.082 0.698
O 3.969 1.065 -0.083
P 4.818 -0.143 0.405
O 4.037 -1.425 0.345
O 6.092 -0.248 -0.576
C 7.128 0.824 -0.545
O 5.460 0.379 1.761
C 5.957 -0.484 2.707
H 3.458 3.095 0.298
H 3.874 2.086 1.722
H 2.428 1.888 0.665
H 8.102 0.364 -0.710
H 7.269 1.326 0.413
H 7.059 1.624 -1.281
H 6.907 -0.738 2.236
H 5.377 -1.391 2.874
H 6.255 -0.098 3.682
C -5.517 2.751 7.057
O -4.695 1.542 7.095
P -4.055 0.900 5.767
O -2.753 1.517 5.341
O -3.857 -0.661 6.112
C -2.538 -1.290 6.142
O -5.304 0.910 4.740
C -5.369 -0.014 3.645
H -5.972 2.948 8.028
H -6.242 2.899 6.257
H -4.771 3.517 6.844
H -2.190 -1.115 7.161
H -1.827 -0.992 5.371
H -2.614 -2.367 5.999
H -4.593 -0.766 3.783
H -5.345 0.420 2.646
H -6.303 -0.576 3.617
C -4.352 6.108 -4.240
O -3.257 6.191 -3.319
P -1.993 7.217 -3.565
O -2.189 8.149 -4.749
O -1.802 8.101 -2.133
C -0.527 8.884 -1.979
O -0.718 6.210 -3.530
C -0.704 5.177 -2.576
H -4.286 5.090 -4.624
H -4.331 6.815 -5.070
H -5.334 6.167 -3.771
H -0.646 9.920 -2.297
H 0.495 8.650 -2.277
H -0.470 8.903 -0.891
H 0.228 5.159 -2.011
H -0.931 4.169 -2.925
H -1.413 5.364 -1.769
*
```